# 1
{
  "formula": "C36H32BCrF3O5S",
  "method": "ωB97M-V/def2-TZVPD",
  "gap_ev": [5.987, 3.684],
  "charge": 3,
  "homo_energy_ha": [-0.581, -0.579],
  "spin_multiplicity": 4,
  "de_lowest_kcal_mol": 21.4,
  "elements": ["H", "F", "S", "C", "H", "H", "C", "F", "C", "H", "C", "C", "O", "C", "O", "O", "H", "C", "H", "H", "C", "C", "H", "H", "C", "H", "C", "C", "C", "C", "H", "H", "C", "C", "C", "H", "O", "C", "H", "H", "H", "C", "C", "C", "H", "C", "C", "C", "H", "C", "C", "C", "C", "H", "H", "H", "H", "B", "H", "C", "H", "C", "H", "H", "H", "C", "C", "O", "C", "C", "H", "C", "C", "Cr", "H", "F", "H", "H", "H"],
  "positions_angstrom": [[0.68066, -4.54614, -0.35262], [-2.81517, -5.83508, 2.94495], [3.11752, -3.34142, -0.54041], [-6.09383, 1.08602, 2.19074], [3.96288, 1.22179, -1.24255], [5.96985, -3.87119, -0.74445], [-3.76329, -0.14637, 3.62368], [-3.78771, -4.26351, 1.75293], [-3.21759, 2.20784, 3.82208], [2.43659, 4.19732, 0.44293], [-0.10725, 0.43549, 0.35635], [-4.38104, 0.67015, 0.39486], [-5.10692, 3.92482, 0.76099], [-2.29210, 2.06710, 2.76664], [1.65819, 1.35808, -2.72830], [0.85615, 2.77584, -1.01531], [3.13378, 2.08526, -4.66109], [-0.94389, -4.58433, 1.04363], [0.72634, -1.50486, 2.71520], [2.59630, -0.91580, 2.11360], [2.96758, 3.52642, -0.24391], [4.54383, -2.42736, -0.17025], [0.22658, -2.42811, -2.15992], [1.88343, 3.31957, -4.39193], [-2.80793, -4.49351, 2.68711], [0.97678, 4.61847, -2.85280], [5.85585, -2.78061, -0.75485], [-1.58089, -2.00520, -3.31120], [0.89542, -3.00835, 1.16088], [1.68490, 4.73564, -2.02046], [-1.41691, 1.54169, -1.75449], [3.94084, 3.98163, -0.46987], [-1.94440, 0.79902, 2.25209], [2.82706, 2.91570, -4.01206], [2.67305, 2.38242, -2.60289], [3.61170, 3.67654, -4.04843], [-4.66564, 0.35243, -0.69289], [-0.89329, 0.62600, 1.27925], [1.18066, 5.27285, -1.20506], [-3.29854, 0.95086, -3.20991], [-2.76470, -1.19603, 2.02042], [-0.46415, -0.41169, -1.87419], [0.24465, -4.08991, 0.53634], [-4.67410, 3.02285, 1.35613], [-3.39671, 3.19896, 4.25507], [4.32111, -1.55714, 0.88529], [-2.57797, -1.06595, -3.59664], [-2.52386, 0.20919, -3.02166], [-3.41365, -1.31969, -4.25307], [2.10197, 3.37885, -1.49075], [-0.53862, -1.69423, -2.42915], [3.99230, 1.72192, -2.22033], [0.29941, -2.40623, 2.29066], [-1.76778, 2.94460, 2.37888], [2.56447, 5.30769, -2.33735], [-4.67795, 1.18919, 5.06272], [4.25263, 0.98576, -2.99119], [0.82787, 1.59306, -1.66320], [4.79269, 2.47523, -2.20372], [2.20268, -2.57126, 0.74347], [1.48075, -0.53509, -0.76065], [-1.44660, 0.53891, -2.20435], [-1.62798, -2.99218, -3.76800], [-1.27001, -2.51827, 3.74301], [3.12566, 2.56335, 0.26235], [-2.85503, -0.25021, 2.55815], [2.97492, -1.57651, 1.34115], [-7.23741, 0.98081, 2.00900], [0.55654, 0.03931, -0.85054], [-1.48757, -3.99323, 2.18541], [5.92456, -2.43446, -1.79035], [-0.85904, -2.94052, 2.83374], [-3.94092, 1.09137, 4.26462], [-4.19781, 1.34244, 2.14328], [6.66629, -2.34060, -0.16937], [-3.20677, -3.88273, 3.84196], [-4.35395, -1.02506, 3.90795], [-1.43856, -5.41756, 0.55661], [5.10308, -0.94201, 1.32601]],
  "mulliken_spin": [-0.003, 0.004, -0.053, -0.099, 0.000, 0.020, 0.055, 0.004, -0.037, 0.000, 0.019, -0.163, 0.036, -0.012, 0.002, 0.003, 0.000, -0.036, -0.005, -0.005, 0.000, 0.250, -0.001, 0.000, -0.002, 0.000, 0.017, 0.004, 0.066, 0.000, 0.001, 0.000, -0.086, 0.000, 0.000, 0.000, 0.097, -0.002, 0.000, 0.000, -0.010, 0.008, 0.075, -0.080, -0.002, 0.132, 0.005, -0.007, 0.000, 0.000, -0.001, 0.000, 0.090, -0.001, 0.000, -0.007, -0.001, 0.005, 0.000, 0.280, 0.019, 0.016, 0.000, 0.004, 0.000, -0.026, 0.030, 0.092, 0.023, 0.099, 0.032, -0.034, -0.001, 2.193, -0.002, 0.000, -0.017, 0.001, 0.005]
}



# 2
{
  "formula": "C9H11LiNOS",
  "method": "ωB97M-V/def2-TZVPD",
  "gap_ev": 9.398,
  "charge": 1,
  "homo_energy_ha": -0.453,
  "elements": ["H", "Li", "H", "H", "C", "H", "C", "C", "H", "C", "H", "S", "N", "C", "H", "C", "O", "H", "C", "C", "H", "H", "C", "H"],
  "positions_angstrom": [[0.71875, 1.13688, 0.84563], [-1.73716, 0.19310, 0.07878], [-1.23157, -2.09495, 3.14315], [-0.73945, -0.58658, 2.39453], [0.83014, 0.47299, -1.21189], [-1.57334, -0.78405, -2.99781], [3.00137, 0.69329, -2.29287], [2.67295, 1.37725, 0.00561], [-3.99825, 0.32962, 1.35074], [1.65932, 0.32117, -2.32655], [-3.57876, -1.75122, 2.36429], [0.74378, -0.35728, -3.63148], [-0.48327, 0.04618, -1.41240], [3.49423, 1.22006, -1.11852], [3.63487, 0.57374, -3.16121], [-2.87388, -0.92309, 2.41829], [-3.10672, -0.02863, 1.29745], [3.08977, 1.79476, 0.91191], [-0.63347, -0.40089, -2.62399], [-1.44931, -1.41553, 2.32130], [4.53190, 1.51934, -1.06324], [-3.03643, -0.37856, 3.34731], [1.34659, 1.00890, -0.02991], [-1.28206, -1.96649, 1.39089]],
  "mulliken_charge": [0.136, 0.930, 0.346, 0.292, 0.565, 0.432, -0.481, -0.683, 0.287, 0.611, 0.316, -0.154, -0.592, -0.508, 0.408, 0.033, -0.518, 0.397, -0.083, -1.310, 0.391, 0.321, -0.482, 0.346]
}



# 3
{
  "formula": "C27H60N4O11P",
  "method": "ωB97M-V/def2-TZVPD",
  "gap_ev": 9.016,
  "charge": 1,
  "homo_energy_ha": -0.419,
  "elements": ["H", "C", "C", "O", "H", "H", "H", "O", "C", "H", "O", "H", "H", "C", "H", "N", "H", "H", "H", "H", "C", "C", "H", "H", "O", "C", "H", "C", "H", "H", "H", "H", "H", "H", "H", "C", "N", "H", "H", "C", "C", "H", "O", "H", "O", "C", "H", "H", "O", "C", "H", "H", "H", "C", "H", "C", "H", "H", "H", "O", "C", "H", "H", "O", "N", "P", "H", "H", "H", "H", "C", "H", "H", "H", "H", "C", "H", "H", "H", "H", "H", "C", "H", "H", "H", "H", "H", "H", "O", "C", "C", "C", "H", "H", "H", "C", "C", "C", "O", "C", "N", "H", "C"],
  "positions_angstrom": [[5.41919, 3.23990, 1.15700], [6.68294, -1.45714, 3.31233], [-1.30849, -4.40311, -0.24755], [-0.16848, 8.11277, -4.40598], [5.59494, -2.56092, 4.79444], [-0.75815, -5.37193, -1.97280], [0.76766, -6.86543, -1.76668], [2.11393, 3.37811, 1.83836], [1.30928, 9.80773, -3.43643], [0.04683, -8.06909, 3.23576], [-2.46351, -0.62639, 1.32735], [3.30097, 1.94156, 0.89742], [-5.28770, -0.64219, 3.01274], [-2.01867, 1.80519, 1.53852], [-0.91446, 4.26086, -4.50319], [-0.98128, -6.77334, -0.58944], [-1.13065, 2.14584, -3.15573], [-1.94342, 10.00357, -2.91546], [-3.58881, 0.85929, 0.39052], [-1.97425, 0.56896, -0.21662], [0.57259, -8.65813, -0.59401], [-1.82689, -9.12870, -0.26667], [1.77570, 9.05426, -2.80239], [6.59844, 1.43386, 5.00645], [-3.30490, -2.16897, 2.63166], [-1.97059, 9.75806, -3.97838], [-2.64138, 2.51619, -3.97158], [3.39278, 2.75973, 1.61433], [7.82849, 0.17318, 4.89710], [8.21882, 1.85601, 4.47025], [-2.48498, -9.63183, 0.44438], [-2.63287, -7.26187, 0.62402], [-0.59103, -7.88396, -2.30258], [0.30951, 9.90215, -5.36128], [-1.40209, 10.50932, -4.51666], [-2.55934, 0.67798, 0.69414], [-0.45936, -9.41313, 0.11320], [-4.31429, 3.63200, -3.77658], [-1.31333, -7.90440, 2.30835], [-0.02089, -7.54257, -1.43811], [-3.68234, -4.60122, 0.65480], [-3.00909, 9.77507, -4.29643], [-4.22009, 3.17992, -0.55071], [7.64333, -1.51040, 3.82521], [7.00055, 1.87919, 2.24716], [-3.79223, 3.27896, -1.67067], [-1.97972, -3.73608, 1.64258], [-0.71976, 4.59082, -2.77691], [6.59284, -0.25618, 2.53328], [5.52292, -1.60534, 4.27382], [-4.64775, 0.75088, 2.09791], [1.55457, 8.67057, -5.24985], [-4.39857, 5.01934, -2.69618], [-1.42434, 4.25687, -3.53882], [-1.87361, -10.66888, 2.57503], [1.28422, 3.73457, 0.83678], [0.82364, 3.36603, -1.18702], [-4.00594, 0.35467, 3.69054], [-0.26523, -4.22558, 0.04879], [0.22662, 4.22733, 1.11953], [4.45763, 3.74896, 1.19706], [0.52739, 10.30553, -2.86353], [1.27298, -8.20508, 0.11822], [-2.18922, 7.39491, -3.96850], [-1.40356, -5.52891, -1.20477], [-0.00338, -9.83730, 1.72531], [-0.97467, 1.63780, 1.80494], [4.52866, 4.55870, 1.92333], [-4.25409, -5.10804, 1.43283], [-2.87556, -7.40272, -1.10966], [-1.46872, 8.34374, -4.13023], [2.14473, 4.50261, -0.93515], [-5.63058, 3.76400, -2.58051], [-4.05711, -3.57994, 0.60502], [-2.22509, 4.98950, -3.59184], [7.02214, 0.94064, 2.99563], [-2.08496, 2.72793, 0.96674], [3.63273, 2.31956, 2.58068], [-0.49593, -6.54776, 0.28640], [-2.05174, -9.56990, -1.24233], [-1.63425, -3.53722, -0.82821], [-3.36653, -1.02822, 2.23392], [4.57859, -1.57174, 3.73061], [6.67086, -2.25205, 2.56843], [1.17659, -9.28762, -1.25623], [-1.89035, -5.46740, 1.54353], [-2.58774, 1.93780, 2.45806], [-3.89473, -5.09895, -0.29448], [-2.54383, 2.81824, -1.91140], [1.71843, 3.55622, -0.59949], [-2.18979, -7.63614, -0.29707], [0.76265, 9.16900, -4.69391], [2.45433, 2.77467, -0.76349], [5.51639, -0.81400, 5.02280], [2.06221, 10.55187, -3.69882], [-4.57653, 3.94502, -2.77104], [-4.39917, -0.06828, 2.76461], [7.45793, 1.08149, 4.43363], [-1.14960, -10.95905, 2.00911], [-2.19123, -4.57349, 0.97578], [-0.64607, -8.56307, 2.69067], [4.23690, 4.18075, 0.22125], [-1.93906, 2.87399, -3.21694]],
  "mulliken_charge": [0.283, -0.429, -0.857, -0.404, 0.363, 0.276, 0.480, -0.376, -0.962, 0.305, -0.381, 0.298, 0.356, -0.830, 0.448, 0.321, 0.341, 0.280, 0.385, 0.115, -0.904, -0.845, 0.291, 0.262, -0.577, -1.102, 0.395, -0.251, 0.316, 0.328, 0.297, 0.482, 0.398, 0.371, 0.337, -0.215, 0.215, 0.345, 0.285, -0.576, -1.382, 0.325, -0.545, 0.374, -0.565, 0.971, 0.398, 0.217, -0.383, -0.946, 0.391, 0.324, 0.295, -0.715, 0.347, 0.753, -0.275, 0.308, 0.324, -0.563, -0.831, 0.275, 0.423, -0.541, -0.644, 0.011, 0.315, 0.285, 0.313, 0.409, 0.822, 0.280, 0.362, 0.332, 0.192, 0.806, 0.315, 0.257, 0.568, 0.337, 0.445, 0.867, 0.279, 0.323, 0.333, -0.175, 0.196, 0.395, -0.283, -0.462, -0.609, -0.416, 0.340, 0.277, 0.369, -1.331, -1.272, -1.026, -0.511, 0.367, -0.543, 0.277, -0.642]
}



# 4
{
  "formula": "C28H25Cl5NOTm",
  "method": "ωB97M-V/def2-TZVPD",
  "gap_ev": [5.425, 5.424],
  "homo_energy_ha": [-0.228, -0.228],
  "spin_multiplicity": 3,
  "de_lowest_kcal_mol": 63.8,
  "elements": ["C", "H", "C", "C", "C", "H", "H", "H", "Cl", "C", "C", "C", "C", "Cl", "H", "N", "C", "H", "H", "H", "C", "H", "C", "C", "Cl", "H", "H", "H", "H", "Tm", "C", "C", "H", "H", "C", "H", "H", "O", "C", "C", "H", "C", "H", "H", "H", "C", "C", "C", "H", "H", "H", "C", "C", "C", "C", "C", "H", "Cl", "C", "Cl", "C"],
  "positions_angstrom": [[3.21461, 1.56633, -3.49634], [-0.92512, 2.78108, -4.00102], [2.28504, 0.25250, -0.11777], [-2.32999, -2.53157, 1.14640], [2.01824, 2.24902, -3.32643], [4.16328, -0.28829, -4.09790], [-1.42644, -2.01432, -3.43833], [-3.37555, -2.23459, 1.18952], [0.61634, -1.25524, 4.69767], [-1.15177, -0.61911, -0.84404], [-0.97369, 0.73332, -1.46246], [2.33441, 0.17628, 2.17853], [-0.10056, 0.30740, 4.79008], [-2.22482, 4.29136, 4.99096], [-0.28951, 2.98883, -2.35759], [-1.38743, 1.18566, -2.65107], [2.00727, -0.40249, -4.21141], [1.99606, -1.42322, -4.59435], [-2.38799, 1.35874, -2.70900], [0.78264, -3.16010, 2.23816], [-1.40274, 2.78707, 4.94339], [-0.10155, -0.97501, -0.74409], [-1.01953, 2.13294, 6.14513], [3.22355, 0.24106, -3.93276], [-1.31276, 2.87193, 7.65870], [2.40589, -0.06418, -1.15387], [4.15744, 2.07619, -3.29900], [-1.55515, -0.40220, 0.19650], [-3.88283, -1.10935, -0.87124], [0.23230, 0.93291, 1.14560], [-1.07778, 2.19009, 3.69818], [0.79980, 0.27712, -4.03134], [2.66423, 2.44971, -0.27384], [2.18459, -1.70790, 0.94931], [0.80736, 1.57626, -3.51392], [1.98745, 3.29497, -3.01144], [2.58498, 2.41372, 2.44332], [-0.27511, 1.53605, -0.69912], [-0.37941, 0.86821, 6.07033], [-0.14217, -3.00884, 1.67929], [-0.09676, -2.58272, -2.37804], [-0.47815, 2.26356, -3.15078], [2.39057, -0.21416, 3.18708], [-3.84122, -2.71868, -1.67466], [0.53073, -3.37725, -0.42021], [2.45808, 1.55099, 1.78592], [-1.61479, -2.76623, -0.07185], [2.19877, -0.61876, 1.00576], [-1.62052, -2.43075, 3.26132], [-0.14981, -0.20788, -4.29231], [-3.51016, -1.25257, -2.61384], [-1.18437, -2.56582, -2.52112], [-0.39996, 0.99651, 3.62209], [-1.87928, -1.93651, -1.32334], [2.43473, 1.59523, 0.35919], [-1.40944, -2.62458, 2.22027], [-1.54257, -3.60343, -2.63780], [0.08333, 0.05917, 7.51473], [-0.27198, -3.14322, 0.28766], [-1.47810, 2.95956, 2.14164], [-3.36268, -1.72479, -1.62449]],
  "mulliken_spin": [0.000, 0.000, -0.013, -0.001, 0.000, 0.000, 0.000, 0.000, 0.000, 0.000, -0.009, 0.000, 0.000, 0.000, 0.000, 0.001, 0.000, 0.000, 0.000, 0.000, 0.000, 0.000, 0.000, 0.000, 0.000, -0.001, 0.000, 0.000, 0.000, 2.029, 0.004, 0.000, 0.000, 0.000, 0.000, 0.000, 0.001, 0.000, 0.000, -0.001, 0.000, 0.000, 0.001, 0.000, 0.000, -0.006, -0.001, -0.001, 0.000, 0.000, 0.000, 0.000, -0.007, 0.000, 0.006, 0.000, 0.000, 0.000, 0.001, -0.001, 0.000]
}



Results for E: -3533.2940; -885.1252; -2452.5924; -4598.0233 (in Ha, following the order of the records).